20
Properties=species:S:1:pos:R:3:mulliken_charge:R:1 method="wB97M-V/def2-TZVPD" total_energy_ha=-725.6481 de_lowest_kcal_mol=192.32 largest_force_ev_per_a=4.8 total_charge=-1 homo_energy_ha=-0.086
C 1.916 0.057 -1.860 0.091
C 2.307 1.209 -1.041 -0.465
O 1.449 2.180 -0.610 -0.547
C 0.498 -0.163 -1.991 -0.551
N -0.640 0.542 -0.718 -0.675
C -0.564 -0.063 0.635 -0.189
C -1.658 -1.073 0.877 -0.832
S -1.880 -1.680 2.592 -0.664
H 2.655 -0.789 -1.889 0.268
H 2.465 3.087 -3.032 0.144
H 1.940 2.595 -3.208 -0.138
H 1.660 1.082 0.012 0.225
H 3.369 1.426 -0.667 0.373
H 0.054 -1.135 -1.899 0.338
H -0.102 0.385 -2.752 0.238
H 0.036 1.382 -0.664 0.558
H 0.564 -0.400 0.900 0.141
H -0.722 0.826 1.312 0.271
H -1.393 -1.969 0.247 0.135
H -2.557 -0.641 0.361 0.278